122
Properties=species:S:1:pos:R:3:forces:R:3 method="wB97M-V/def2-TZVPD" gap_ev=7.280 total_energy_ev=-67980.546 fmax_ev_per_a=2.15
C -2.933 4.603 -4.442 -0.237 -0.370 0.154
C -3.535 3.747 -3.302 0.304 -0.138 -0.241
C -2.579 2.647 -2.811 0.649 0.615 -0.734
C -1.165 3.255 -2.573 -0.763 0.002 0.971
N -0.463 2.612 -1.422 0.286 -0.989 -0.996
C 0.458 1.647 -1.938 -0.420 1.506 0.879
C 0.152 0.312 -1.927 -0.759 -0.718 0.289
C 0.997 -0.672 -2.444 1.304 -0.529 -0.273
N 0.698 -2.016 -2.424 -1.516 1.463 -0.422
C -0.534 -2.351 -2.271 -0.082 -0.774 0.963
C -1.484 -2.576 -3.408 0.027 -0.624 -0.079
C -1.054 -2.586 -0.868 0.087 -0.230 -0.229
C 2.216 -0.245 -3.005 0.817 -1.118 -0.201
C 3.207 -1.209 -3.635 -0.073 0.761 -0.024
C 3.454 -0.863 -5.121 -0.424 -0.740 -0.194
C 2.509 -1.676 -6.067 0.674 1.266 -0.090
C 1.425 -0.788 -6.719 -0.653 -0.354 0.353
N 0.055 -1.348 -6.552 0.453 0.437 -0.163
C 2.497 1.081 -2.975 0.786 1.911 -0.006
C 1.654 2.074 -2.463 0.061 -0.195 0.138
C 2.231 3.442 -2.612 -0.273 -0.548 -0.204
O 1.847 4.515 -2.213 0.144 -0.676 -0.495
N 3.422 3.233 -3.387 -0.293 -0.037 0.162
C 3.725 1.837 -3.443 0.579 -0.110 -0.281
O 4.819 1.448 -3.780 -0.913 -0.110 0.091
H -2.291 3.997 -5.091 -0.095 0.029 0.035
H -2.337 5.439 -4.075 -0.085 -0.015 -0.063
H -3.758 4.970 -5.056 0.221 0.252 0.005
H -3.781 4.386 -2.448 -0.191 -0.009 -0.151
H -4.449 3.307 -3.711 -0.038 -0.061 0.398
H -2.948 2.122 -1.925 -0.073 0.198 -0.005
H -2.452 1.908 -3.613 -0.242 -0.120 0.191
H -0.605 3.118 -3.498 0.290 0.137 0.228
H -1.216 4.326 -2.362 -0.108 -0.078 -0.069
H -1.129 2.064 -0.887 -0.247 0.384 0.035
H -0.804 0.033 -1.490 0.026 -0.052 -0.095
H -2.410 -3.055 -3.082 0.038 0.162 0.050
H -1.721 -1.653 -3.946 0.263 0.037 0.093
H -0.997 -3.257 -4.113 -0.009 0.225 -0.054
H -2.130 -2.412 -0.787 0.109 0.054 -0.013
H -0.878 -3.635 -0.590 -0.008 0.064 -0.116
H -0.480 -1.973 -0.171 -0.097 -0.032 -0.003
H 2.826 -2.226 -3.555 0.065 0.104 0.061
H 4.138 -1.132 -3.066 -0.020 -0.121 -0.120
H 3.259 0.189 -5.325 0.198 0.005 0.191
H 4.501 -1.035 -5.378 -0.094 -0.083 0.055
H 2.053 -2.491 -5.501 0.061 -0.102 -0.266
H 3.151 -2.038 -6.873 -0.296 -0.541 0.126
H 1.629 -0.659 -7.787 0.107 0.032 0.126
H 1.406 0.212 -6.270 0.221 -0.109 0.001
H -0.397 -1.307 -7.454 -0.309 -0.339 0.157
H 0.103 -2.303 -6.225 -0.055 -0.082 -0.283
H 3.342 3.624 -4.319 0.576 0.487 0.184
C 2.414 0.663 1.494 -0.008 0.046 0.147
O 1.615 1.048 2.593 -0.096 -0.264 -0.074
C 0.590 1.949 2.209 0.313 0.018 0.251
C -0.503 1.994 3.253 -0.126 0.076 -0.110
O -1.415 0.902 3.166 0.049 0.005 0.033
C -0.939 -0.357 3.625 -0.206 -0.011 -0.045
C -0.848 -0.455 5.133 0.414 -0.099 -0.020
O 0.335 0.167 5.603 -0.075 0.211 -0.003
C 0.264 0.468 6.979 0.056 -0.025 -0.116
H 2.901 1.533 1.040 -0.019 -0.033 -0.112
H 3.179 -0.020 1.859 -0.006 0.034 0.058
H 1.811 0.143 0.739 0.032 0.081 -0.108
H 0.163 1.646 1.246 -0.025 0.080 -0.024
H 1.039 2.946 2.105 -0.174 0.071 -0.164
H -1.106 2.886 3.063 -0.045 -0.051 -0.058
H -0.093 2.090 4.260 0.161 -0.110 -0.042
H 0.007 -0.619 3.148 0.121 0.067 0.176
H -1.685 -1.082 3.290 -0.053 0.051 0.022
H -0.815 -1.514 5.427 -0.208 -0.021 0.000
H -1.730 0.018 5.583 -0.052 -0.044 -0.029
H -0.551 1.173 7.180 -0.047 -0.070 0.085
H 1.204 0.934 7.269 0.022 -0.038 -0.044
H 0.121 -0.443 7.572 -0.059 0.039 0.070
C 4.568 -3.792 -0.812 -0.064 -0.105 0.043
O 3.797 -4.946 -1.064 0.183 -0.055 -0.150
C 2.717 -4.678 -1.942 0.046 -0.294 0.424
C 2.193 -5.961 -2.552 -0.059 0.089 -0.130
O 2.973 -6.434 -3.642 -0.005 -0.016 0.069
C 4.224 -7.027 -3.316 -0.020 -0.025 -0.202
C 4.102 -8.407 -2.706 0.191 0.122 0.335
O 3.784 -8.315 -1.327 -0.228 0.035 -0.022
C 3.262 -9.523 -0.821 0.080 0.129 0.008
H 3.959 -3.008 -0.347 0.039 0.084 -0.058
H 5.371 -4.067 -0.130 -0.043 -0.042 0.022
H 5.013 -3.413 -1.739 -0.044 0.110 0.018
H 3.037 -4.002 -2.740 -0.056 -0.027 -0.010
H 1.920 -4.198 -1.360 -0.072 0.133 -0.179
H 1.209 -5.746 -2.978 0.030 0.018 -0.065
H 2.057 -6.736 -1.795 0.139 0.063 0.110
H 4.824 -6.364 -2.690 -0.050 -0.101 0.175
H 4.745 -7.131 -4.270 -0.064 -0.014 -0.025
H 5.063 -8.931 -2.798 -0.039 -0.064 -0.186
H 3.327 -8.973 -3.237 0.023 0.002 -0.058
H 2.327 -9.783 -1.331 0.040 -0.113 -0.028
H 3.050 -9.380 0.237 0.052 0.034 -0.002
H 3.984 -10.340 -0.932 -0.070 -0.078 -0.018
C -3.297 7.259 7.588 -0.073 -0.115 0.035
O -4.092 6.131 7.298 0.155 -0.027 -0.149
C -5.176 6.448 6.442 0.048 -0.183 0.335
C -5.728 5.195 5.793 -0.083 0.088 -0.157
O -4.965 4.749 4.680 0.028 -0.016 0.083
C -3.720 4.125 4.972 -0.036 -0.018 -0.209
C -3.858 2.727 5.534 0.237 0.110 0.351
O -4.160 2.776 6.921 -0.224 0.034 -0.003
C -4.696 1.561 7.389 0.087 0.141 0.008
H -3.886 8.035 8.091 0.048 0.080 -0.044
H -2.494 6.942 8.250 -0.041 -0.041 0.019
H -2.854 7.666 6.672 -0.037 0.107 0.021
H -4.853 7.149 5.663 -0.055 0.004 -0.029
H -5.962 6.919 7.049 -0.078 0.099 -0.152
H -6.711 5.440 5.385 0.034 0.018 -0.056
H -5.868 4.398 6.524 0.147 0.064 0.119
H -3.104 4.756 5.615 -0.043 -0.109 0.169
H -3.211 4.046 4.009 -0.068 -0.022 -0.028
H -2.906 2.192 5.413 -0.054 -0.065 -0.228
H -4.646 2.191 4.993 0.032 -0.004 -0.060
H -5.640 1.333 6.881 0.040 -0.119 -0.032
H -4.894 1.669 8.454 0.052 0.029 -0.001
H -3.987 0.737 7.241 -0.072 -0.081 -0.022